*one*
10
Properties=species:S:1:pos:R:3 method="wB97M-V/def2-TZVPD" e_lumo_ev=0.25 smiles="O=PO.CS" homo_lumo_gap_ev=9.63
O -1.372 -2.168 0.664
P 0.001 -1.759 0.677
O 0.493 -1.689 2.265
H 1.487 -1.578 2.295
C -0.562 1.167 -1.284
S 0.331 1.478 0.359
H -1.387 1.683 -1.242
H -0.621 0.103 -1.376
H 0.133 1.522 -2.162
H 1.497 1.240 -0.195

*two*
10
Properties=species:S:1:pos:R:3 method="wB97M-V/def2-TZVPD" e_lumo_ev=0.60 smiles="[PH3]=S.O=CO" homo_lumo_gap_ev=9.35
P -2.022 0.688 -0.092
S -2.945 -0.960 0.245
H -2.666 1.879 -0.323
H -1.341 1.233 0.924
H -0.924 0.650 -0.871
O 0.826 -0.136 0.363
C 1.973 -0.328 0.052
O 2.545 -1.489 -0.082
H 2.676 0.520 0.161
H 1.878 -2.055 -0.377

Result of the stability comparison: *two* is the least stable of them.

*one*
9
Properties=species:S:1:pos:R:3 method="wB97M-V/def2-TZVPD" e_lumo_ev=0.77 smiles="C1=NN=CC1" homo_lumo_gap_ev=11.16
C -1.132 0.211 -0.011
N -1.282 -1.052 0.016
N 0.032 -1.645 0.013
C 0.901 -0.696 0.018
C 0.301 0.662 0.027
H -1.990 0.890 -0.032
H 1.998 -0.865 -0.116
H 0.604 1.286 -0.830
H 0.569 1.208 0.916

*two*
9
Properties=species:S:1:pos:R:3 method="wB97M-V/def2-TZVPD" e_lumo_ev=0.73 smiles=N#C[C@H]1CN1 homo_lumo_gap_ev=10.97
N 2.719 0.051 -0.404
C 1.690 -0.197 0.039
C 0.289 -0.412 0.269
C -0.658 0.675 -0.055
N -0.837 -0.597 -0.602
H 0.407 -0.749 1.247
H -0.715 1.522 -0.949
H -1.283 1.081 0.797
H -1.612 -1.374 -0.341

*three*
9
Properties=species:S:1:pos:R:3 method="wB97M-V/def2-TZVPD" e_lumo_ev=0.73 smiles="[H]/N=c1/cc1N" homo_lumo_gap_ev=9.71
H 1.195 -0.640 -2.329
N 1.300 -1.206 -1.489
C 0.718 -0.681 -0.542
C 0.183 -0.913 0.783
C -0.155 0.230 0.202
N -1.115 1.271 0.317
H 0.217 -1.468 1.657
H -1.747 1.241 1.075
H -0.595 2.166 0.326

Result of the stability comparison: *two* is the least stable of them.

*one*
9
Properties=species:S:1:pos:R:3 method="wB97M-V/def2-TZVPD" e_lumo_ev=0.82 smiles=N#C[C@H]1CN1 homo_lumo_gap_ev=11.14
N -1.548 0.997 -2.035
C -0.937 0.503 -1.186
C -0.280 -0.395 -0.263
C 0.980 -0.094 0.458
N -0.272 -0.231 1.187
H -0.442 -1.416 -0.592
H 1.665 -0.929 0.556
H 1.449 0.884 0.395
H -0.616 0.680 1.480

*two*
9
Properties=species:S:1:pos:R:3 method="wB97M-V/def2-TZVPD" e_lumo_ev=1.07 smiles=c1cn[nH]c1 homo_lumo_gap_ev=10.57
C 0.422 -0.812 -0.384
C 1.215 0.282 0.023
N 0.444 1.251 0.518
N -0.800 0.779 0.400
C -0.877 -0.462 -0.158
H 0.725 -1.811 -0.664
H 2.281 0.308 0.019
H -1.579 1.405 0.596
H -1.831 -0.940 -0.351

*three*
9
Properties=species:S:1:pos:R:3 method="wB97M-V/def2-TZVPD" e_lumo_ev=0.88 homo_lumo_gap_ev=9.65
C -0.474 -0.602 -1.427
C 2.613 -0.477 0.375
C -1.084 -0.249 -0.455
N -2.000 0.142 0.454
N 2.562 0.635 0.617
H 0.219 -0.919 -2.179
H -1.632 0.233 1.416
H -2.904 -0.449 0.637
H 2.700 1.687 0.562

Result of the stability comparison: *three* is the least stable of them.

*one*
9
Properties=species:S:1:pos:R:3 method="wB97M-V/def2-TZVPD" e_lumo_ev=0.68 smiles=N#C[C@H]1CN1 homo_lumo_gap_ev=10.08
N -1.879 1.064 -0.383
C -1.326 0.034 -0.373
C -0.028 -0.577 -0.575
C 0.576 0.443 0.382
N 1.116 -0.922 0.257
H 0.271 -0.545 -1.620
H 0.324 1.445 -0.124
H 0.071 0.520 1.339
H 0.873 -1.461 1.096

*two*
9
Properties=species:S:1:pos:R:3 method="wB97M-V/def2-TZVPD" e_lumo_ev=1.17 homo_lumo_gap_ev=10.54
N 0.573 1.442 0.056
C 0.619 0.201 -0.643
C 0.161 -0.998 0.160
C -1.004 -0.374 0.334
N -0.682 0.842 -0.455
H 0.677 1.312 1.064
H 1.066 0.145 -1.627
H 0.577 -1.972 0.384
H -1.986 -0.598 0.727

Result of the stability comparison: *one* is the least stable of them.

*one*
17
Properties=species:S:1:pos:R:3 method="wB97M-V/def2-TZVPD" e_lumo_ev=0.57 smiles="O=CNC=O.O.O.O" homo_lumo_gap_ev=10.56
O 5.312 0.003 -3.305
C 4.397 -0.195 -2.570
N 3.812 0.637 -1.591
C 4.554 1.696 -1.013
O 5.520 2.150 -1.556
H 3.820 -1.132 -2.654
H 3.019 0.190 -1.161
H 4.277 2.124 -0.061
O -4.784 -4.407 3.422
H -4.487 -5.105 2.835
H -5.228 -3.730 2.892
O -7.133 -1.845 1.466
H -6.590 -1.516 0.732
H -7.917 -1.309 1.329
O -5.953 2.895 2.866
H -6.202 3.388 2.069
H -5.186 3.259 3.294

*two*
17
Properties=species:S:1:pos:R:3 method="wB97M-V/def2-TZVPD" e_lumo_ev=0.33 smiles="O=CNC=O.O.O.O" homo_lumo_gap_ev=10.41
O -5.412 3.735 1.561
C -4.237 3.953 1.622
N -3.427 3.951 2.753
C -3.879 3.926 4.082
O -4.927 3.444 4.389
H -3.695 4.192 0.692
H -2.513 4.323 2.541
H -3.158 4.361 4.783
O 4.779 -0.791 -4.447
H 4.229 -1.551 -4.197
H 4.414 -0.062 -3.935
O 3.994 -3.647 -3.981
H 3.536 -4.469 -3.772
H 4.940 -3.804 -3.913
O 1.693 -5.622 0.914
H 1.116 -5.927 0.200
H 2.547 -6.013 0.707

Result of the stability comparison: *one* is the least stable of them.

*one*
17
Properties=species:S:1:pos:R:3 method="wB97M-V/def2-TZVPD" e_lumo_ev=0.93 smiles="Nc1cn[nH]n1.C1=CC1" homo_lumo_gap_ev=9.43
N 1.380 2.353 -0.110
C 1.825 1.091 -0.047
C 3.147 0.678 -0.494
N 3.273 -0.643 -0.277
N 2.093 -0.989 0.124
N 1.220 -0.012 0.333
H 1.823 3.044 -0.647
H 0.398 2.524 0.196
H 3.961 1.398 -0.768
H 1.802 -1.970 0.170
C -3.433 -0.533 0.635
C -2.146 -0.679 0.471
C -3.240 -1.594 -0.288
H -4.040 0.080 1.345
H -1.098 -0.637 0.793
H -3.449 -2.693 -0.024
H -3.517 -1.420 -1.412

*two*
17
Properties=species:S:1:pos:R:3 method="wB97M-V/def2-TZVPD" e_lumo_ev=-0.89 homo_lumo_gap_ev=8.25
C -1.004 -1.034 1.984
C -0.724 0.782 0.215
C -0.594 2.166 -0.062
C 1.122 1.193 -1.104
C 0.455 -1.253 -1.032
H -2.008 -0.840 2.799
H 0.316 -1.104 2.602
H -1.081 -2.211 1.145
H -1.265 2.716 0.794
H 1.974 -0.013 -2.335
H -0.411 -1.863 -0.630
H 0.778 -1.321 -2.197
H 1.163 -1.433 -0.085
N -1.256 0.397 1.320
N 0.634 2.603 -0.658
N 1.837 1.025 -2.110
N 0.065 0.191 -0.647

Result of the stability comparison: *two* is the least stable of them.